A structure of composition C50H126BeN8O16 at a distorted geometry, computed with ωB97M-V with the def2-TZVPD basis set.

```
201
Properties=species:S:1:pos:R:3:mulliken_charge:R:1
Be -12.17602 14.76279 -8.14900 0.49
C -14.31852 19.07930 -9.18332 0.65
C -13.70459 17.72274 -9.49782 2.00
C -12.76474 17.90175 -10.66089 -0.10
O -13.18333 17.02569 -8.35978 -0.62
H -13.57229 19.80959 -8.87039 -0.74
H -15.12586 19.03739 -8.45220 -1.07
H -14.85648 19.45160 -10.05516 0.25
H -14.50152 17.17487 -10.00065 -1.49
H -13.15349 18.42040 -11.53723 0.40
H -12.38147 16.92180 -10.94533 -0.28
H -11.99580 18.53533 -10.21885 -0.62
C -11.94350 12.30395 -12.48112 -1.43
C -11.10875 13.40390 -11.84933 0.17
C -11.33126 14.64943 -12.67711 0.02
O -11.45106 13.55588 -10.48321 -0.50
H -13.00293 12.49261 -12.30756 0.19
H -11.69116 11.32920 -12.06365 0.32
H -11.85218 12.06171 -13.53993 0.46
H -10.07744 13.07175 -11.96836 0.29
H -12.36281 14.98090 -12.55823 -0.11
H -11.05442 14.43570 -13.70948 0.56
H -10.69067 15.43240 -12.27127 -0.68
C -18.35531 27.44656 -6.84913 -0.83
O -18.60666 26.05032 -6.74394 -0.23
C -19.86346 25.81044 -6.31427 -0.57
C -20.31692 24.37655 -6.58974 -0.57
N -19.55421 23.52561 -5.72189 -0.35
C -19.41361 22.15275 -6.22072 -1.29
C -18.40090 21.92796 -7.34964 0.77
O -17.10914 22.48434 -7.09550 -0.47
C -16.14866 21.97994 -7.94030 -0.24
H -18.58468 27.76668 -7.86551 0.30
H -17.26868 27.50495 -6.78634 0.24
H -18.82136 28.03641 -6.05984 0.34
H -20.57784 26.40810 -6.88046 0.45
H -20.00253 25.94871 -5.24205 0.31
H -20.40695 24.18630 -7.65923 0.29
H -21.33631 24.11478 -6.30621 0.45
H -18.59364 23.80485 -5.86128 0.34
H -20.35180 21.69638 -6.53636 0.40
H -19.18232 21.53284 -5.35452 0.27
H -18.82088 22.34517 -8.26487 0.20
H -18.31548 20.85209 -7.50225 -0.23
H -15.89834 20.96124 -7.64413 -0.07
H -15.20287 22.52164 -7.92849 0.27
H -16.39260 22.10669 -8.99506 0.34
C -8.63050 20.15458 -12.70277 -0.72
O -9.97454 19.83145 -12.34594 0.26
C -10.92082 19.96738 -13.43742 -0.51
C -11.12933 18.57145 -14.23233 -0.14
N -10.28569 18.64547 -15.44804 -0.52
C -9.92701 17.34763 -15.98070 -0.83
C -8.84183 16.70967 -15.15079 -0.12
O -7.82514 17.73455 -15.01334 -0.43
C -6.70570 17.45347 -14.27539 -0.86
H -8.15789 19.41451 -13.34856 -0.19
H -8.01152 20.38156 -11.83476 0.30
H -8.70334 21.06320 -13.30044 0.51
H -10.67427 20.80849 -14.08538 0.58
H -11.93221 20.14368 -13.07119 -0.18
H -12.16414 18.33728 -14.48217 0.38
H -10.69510 17.83441 -13.55682 0.10
H -9.36903 18.98827 -15.19845 0.39
H -9.46879 17.47282 -16.96176 0.31
H -10.82530 16.73656 -16.06870 0.42
H -8.45058 15.81376 -15.63283 0.53
H -9.22297 16.37609 -14.18561 -0.01
H -6.15790 18.38627 -14.14160 0.31
H -5.94692 16.84686 -14.76975 0.28
H -6.93034 16.91492 -13.35473 0.28
C -9.52786 16.64372 -9.55991 -0.23
O -9.98731 16.02981 -8.36009 0.54
C -9.19923 16.42864 -7.19049 -0.44
C -9.68842 15.62484 -6.00224 -1.03
N -11.12731 15.77199 -5.85063 0.78
C -11.70634 15.07672 -4.73894 -0.80
C -13.27170 15.11157 -4.89575 -0.83
O -13.85874 14.55357 -6.04515 0.15
C -15.23159 14.59009 -6.15439 -0.43
H -8.45211 16.62181 -9.73417 0.41
H -9.77447 17.69716 -9.69245 0.06
H -9.85280 16.07676 -10.43230 -0.53
H -9.41394 17.48285 -7.01544 0.11
H -8.15175 16.13439 -7.25609 0.36
H -9.15778 16.11019 -5.18313 0.35
H -9.30037 14.60699 -6.04117 0.40
H -11.30077 16.76648 -5.81903 -0.27
H -11.42107 15.53799 -3.79345 0.37
H -11.41842 14.02552 -4.75248 0.24
H -13.68885 16.09935 -4.69990 0.53
H -13.66468 14.59389 -4.02072 0.43
H -15.79302 14.29376 -5.26833 0.45
H -15.70531 13.96417 -6.91063 -0.22
H -15.49256 15.53703 -6.62693 0.03
C -25.88887 17.51820 -5.00446 -0.72
O -24.80955 16.73202 -4.42921 -0.34
C -23.66643 17.59337 -4.23945 -0.21
C -22.44723 16.65740 -3.86476 -0.79
N -21.62307 16.37043 -5.02091 -0.32
C -21.03038 17.52394 -5.62653 -0.47
C -19.80398 17.12535 -6.45695 -0.84
O -18.98836 18.28178 -6.67928 -0.13
C -17.74589 18.00752 -7.37281 -0.06
H -26.34977 18.13111 -4.22986 0.29
H -26.74245 16.89939 -5.28115 0.26
H -25.53602 18.16387 -5.80865 0.30
H -23.83694 18.34586 -3.46952 0.39
H -23.38750 18.07069 -5.17885 0.22
H -22.80688 15.73617 -3.40642 0.36
H -21.86899 17.21599 -3.12874 0.36
H -22.26509 16.00695 -5.71069 0.28
H -20.70124 18.26669 -4.89983 0.39
H -21.77930 17.84267 -6.35154 0.29
H -20.09166 16.80856 -7.45943 0.25
H -19.29449 16.27905 -5.99619 0.32
H -16.88501 17.63600 -6.81697 0.13
H -17.30127 18.92341 -7.76214 -0.44
H -17.92093 17.39216 -8.25530 0.37
C -7.84145 21.80380 -5.67233 -0.88
O -9.02756 21.40314 -6.35898 -0.21
C -9.70924 20.29747 -5.75937 -0.92
C -10.78162 19.78871 -6.77793 -0.56
N -11.54454 18.67191 -6.25347 0.91
C -12.39965 18.98274 -5.12112 -1.32
C -13.78500 19.61611 -5.46859 0.39
O -14.64520 19.70592 -4.32906 -0.51
C -15.80520 20.51685 -4.55876 -0.53
H -8.10802 22.39729 -4.79781 0.33
H -7.19606 22.40323 -6.31439 0.26
H -7.13603 21.03479 -5.35748 0.33
H -10.01731 20.55401 -4.74577 0.32
H -8.93538 19.54611 -5.60225 0.30
H -10.31142 19.55769 -7.73378 0.19
H -11.46512 20.61076 -6.99048 0.47
H -12.04717 18.17978 -6.97823 -0.47
H -11.92066 19.58737 -4.35099 0.55
H -12.62941 18.03821 -4.62798 0.07
H -14.31457 19.08540 -6.25979 -0.17
H -13.53202 20.60128 -5.86044 0.49
H -16.24692 20.69492 -3.57831 0.41
H -16.57192 19.94542 -5.08194 0.08
H -15.71256 21.39223 -5.20158 0.24
C -18.18234 13.32810 -9.70668 -0.87
O -17.46732 14.15658 -8.84040 -0.35
C -16.53087 14.96210 -9.49793 0.46
C -15.45439 14.28630 -10.40130 -1.20
N -14.32721 13.66651 -9.64766 1.47
C -14.79323 12.40018 -9.05488 -0.76
C -13.60588 11.62117 -8.42112 -1.07
O -12.81108 12.43285 -7.58979 0.53
C -12.75815 11.81484 -6.34017 -0.96
H -18.63125 13.83309 -10.56200 0.33
H -19.06431 12.94389 -9.19421 0.27
H -17.64009 12.39849 -9.87951 0.24
H -15.92691 15.54812 -8.80517 -0.71
H -17.11249 15.64486 -10.11733 0.46
H -15.02851 15.15166 -10.90912 0.29
H -15.98733 13.59632 -11.05553 0.68
H -13.50351 13.59422 -10.22767 -0.58
H -15.14766 11.79097 -9.88635 0.46
H -15.59892 12.55343 -8.33692 0.31
H -12.98277 11.28676 -9.25058 0.16
H -13.98673 10.76152 -7.86971 0.57
H -13.74426 11.58411 -5.93710 0.45
H -12.10545 12.34973 -5.65026 -0.06
H -12.32263 10.82064 -6.44019 0.37
C -10.31554 21.95393 -9.51482 -0.96
C -11.67842 22.62705 -9.83934 0.13
C -12.40750 22.06095 -11.07488 0.38
O -13.58921 22.88145 -11.29308 -0.48
C -14.36937 22.59319 -12.42121 -0.37
N -12.51852 22.31981 -8.72805 -0.34
H -10.46045 20.87420 -9.47899 -0.22
H -9.82326 22.31959 -8.61369 0.35
H -9.52263 21.96477 -10.26268 0.51
H -11.44090 23.68231 -9.97390 0.40
H -12.78799 21.04122 -11.01579 -0.52
H -11.76085 22.22501 -11.93688 0.49
H -15.27780 23.19555 -12.42560 0.20
H -14.65742 21.55034 -12.28856 0.02
H -13.82886 22.65873 -13.36549 0.32
H -13.36728 22.77427 -9.03333 0.40
H -12.77099 21.34322 -8.77912 -0.27
C -17.26432 17.91658 -12.68891 -1.17
C -18.29313 18.92965 -12.11092 0.98
C -17.81755 20.41724 -12.10147 -0.43
O -18.77089 21.33534 -11.50924 -0.31
C -18.52533 22.64214 -11.91077 -0.70
N -19.56683 18.63779 -12.80284 -0.89
H -17.01243 18.16643 -13.71956 0.40
H -17.52859 16.86356 -12.59206 0.39
H -16.35949 17.93509 -12.08142 -0.01
H -18.51170 18.68911 -11.07050 -0.01
H -17.71833 20.67850 -13.15503 0.44
H -16.82807 20.50914 -11.65359 -0.12
H -17.54406 23.01943 -11.62293 0.16
H -19.29878 23.23932 -11.42781 0.27
H -18.62021 22.75900 -12.99032 0.39
H -20.26226 19.22845 -12.36973 0.31
H -19.85339 17.68812 -12.61285 0.27
```

Properties
E_HOMO (alpha / beta) = -1.70 / -4.04 eV
Gap between HOMO and LUMO (alpha / beta) = 3.722 / 6.056 eV
Charge = -1
Multiplicity = 2
Strongest force on any atom = 3.59 eV/A
Expectation value of S² = 0.75
DFT total energy = -3636.69582 Ha
LUMO energy (alpha / beta) = 0.0742 / 0.0742 Eh

---

A cluster of 7 separate species, H14O7 in total at a distorted geometry, computed with ωB97M-V with the def2-TZVPD basis set.

```
21
Properties=species:S:1:pos:R:3:mulliken_charge:R:1
O -6.27097 -27.20860 -4.62414 -0.64
H -6.21792 -26.78987 -5.47780 0.29
H -7.14580 -26.98708 -4.30350 0.32
O -2.47282 -25.37767 -0.30545 -0.65
H -2.27202 -26.30251 -0.17601 0.29
H -1.65377 -24.92919 -0.47731 0.30
O -4.62468 -27.28968 -2.25750 -0.80
H -4.53021 -26.28420 -2.21293 0.39
H -5.23245 -27.43895 -3.03455 0.38
O -4.58136 -24.57487 -1.99231 -0.66
H -3.90249 -24.79439 -1.37027 0.38
H -4.13822 -24.08963 -2.64515 0.26
O -5.50827 -26.97183 0.58334 -0.64
H -5.14339 -27.19207 -0.27237 0.39
H -6.35156 -26.51410 0.37079 0.28
O -2.02077 -27.76893 -2.07358 -0.64
H -1.66093 -28.46430 -2.56214 0.28
H -2.96384 -27.63497 -2.24040 0.49
O -7.18681 -25.41061 -2.28279 -0.60
H -6.32451 -25.02409 -2.04611 0.30
H -7.37393 -25.90173 -1.48337 0.28
```

Properties
E_HOMO = -10.95 eV
Gap between HOMO and LUMO = 11.327 eV
Strongest force on any atom = 2.61 eV/A
ΔE to the lowest compared entry with this formula, charge and spin = 109.66 kJ/mol
DFT total energy = -535.08207 Ha
SMILES string = O.O.O.O.O.O.O
LUMO energy = 0.0140 Eh

---

A structure of composition C20H30NO3PPtS at a distorted geometry, computed with ωB97M-V with the def2-TZVPD basis set.

```
57
Properties=species:S:1:pos:R:3:mulliken_charge:R:1
C 0.09543 -4.28596 -2.32431 -0.76
C 0.76124 -4.24271 -1.10792 -0.97
C 1.12942 -3.01585 -0.52915 0.55
C 0.87151 -1.81682 -1.21528 0.87
C 0.09583 -1.88232 -2.38132 0.04
C -0.26666 -3.10143 -2.94782 -0.62
C 1.84904 -3.08845 0.78711 -0.94
C 2.55547 -1.81981 1.24684 -0.86
N 3.22028 -1.08510 0.09647 -0.22
Pt 1.70507 0.08286 -0.67138 0.38
C -0.33605 -0.62680 -3.07364 -1.41
P 0.75485 0.75958 -2.56232 0.98
H 1.02151 -5.17691 -0.60160 0.51
H -0.83190 -3.11573 -3.89105 0.52
H -0.11938 -5.23391 -2.80221 0.46
H -1.37612 -0.33743 -2.82058 0.51
H -0.26536 -0.73225 -4.17329 0.62
H 1.12412 -3.34043 1.58086 0.54
H 2.57684 -3.91235 0.79708 0.54
H 1.81592 -1.12945 1.70224 0.14
C -0.17737 2.23090 -3.03450 -1.20
C 2.21032 0.60325 -3.64662 -1.37
H 3.34020 -2.02423 2.00199 0.63
C 3.81637 -1.89539 -1.00929 -1.07
C 4.32946 -0.22197 0.66730 -0.92
H 0.95438 1.60819 -1.05298 0.03
H 4.83110 -2.19120 -0.70800 0.42
H 3.22517 -2.77920 -1.24810 0.48
H 3.85039 -1.24936 -1.90321 0.31
H 5.30208 -0.61117 0.35478 0.38
H 4.23092 0.80959 0.31659 0.31
H 4.28256 -0.22876 1.76173 0.38
H 1.93032 0.88656 -4.66685 0.43
H 2.97839 1.27364 -3.23634 0.38
H 2.59267 -0.42943 -3.61487 0.40
H -0.34049 2.25817 -4.12293 0.43
H -1.14079 2.20436 -2.50813 0.42
H 0.40459 3.10423 -2.71959 0.46
H 2.32396 0.56745 0.81560 0.10
C -5.62709 4.40584 4.03872 -1.35
C -4.68040 3.39287 3.47960 0.93
C -3.33653 3.73841 3.25715 -0.55
C -2.46750 2.84419 2.67001 -0.20
C -2.96366 1.61374 2.17030 0.24
C -4.26979 1.19584 2.55055 -0.45
C -5.11652 2.09777 3.16203 -0.59
S -1.06179 -0.35916 2.11575 0.54
O -2.26403 0.89403 1.30462 -0.35
O -0.02744 0.53787 2.60940 -0.50
O -0.76801 -1.00685 0.83697 -0.32
H -5.24894 4.80470 4.98620 0.37
H -5.74774 5.25331 3.35127 0.35
H -6.60552 3.95524 4.20746 0.36
H -2.98414 4.73277 3.54199 0.40
H -1.41609 3.07904 2.50452 0.44
H -4.58958 0.19460 2.27928 0.45
H -6.15056 1.81144 3.37885 0.32
```

Properties
E_HOMO (alpha / beta) = -12.39 / -14.31 eV
Gap between HOMO and LUMO (alpha / beta) = 6.895 / 4.479 eV
Charge = +2
Multiplicity = 5
Strongest force on any atom = 3.08 eV/A
Expectation value of S² = 6.05
ΔE to the lowest compared entry with this formula, charge and spin = 0.00 kJ/mol
DFT total energy = -1918.57334 Ha
LUMO energy (alpha / beta) = -0.2019 / -0.3612 Eh

---

A structure of composition C20H21GdN4OS2, computed with ωB97M-V with the def2-TZVPD basis set.

```
49
Properties=species:S:1:pos:R:3:mulliken_charge:R:1
Gd 0.56765 0.52604 0.76468 1.28
S 2.02307 -0.01263 -3.72506 -0.20
C 0.36739 0.36080 -3.87240 -0.73
C -0.20380 0.63763 -2.66670 -0.11
C 0.73772 0.55342 -1.60444 -0.59
C 1.99492 0.22306 -2.02736 0.21
C 3.21830 0.09303 -1.20977 1.22
C 4.47249 -0.04215 -1.78942 -0.96
C 5.58858 -0.16080 -0.98379 -0.33
C 5.43125 -0.14062 0.39433 -1.04
C 4.15742 0.00164 0.89843 -0.04
N 3.06354 0.11936 0.12906 -0.21
H -0.10132 0.36196 -4.84472 0.49
H -1.23966 0.92175 -2.56761 0.44
H 4.57462 -0.04641 -2.86628 0.38
H 6.57013 -0.26687 -1.42631 0.46
H 6.27189 -0.23059 1.06661 0.43
H 4.00864 0.01195 1.96907 0.29
C -3.45665 3.52915 -0.75946 -0.86
N -3.35895 2.08127 -0.97846 0.20
C -3.94053 1.39138 -2.02672 -0.42
C -3.63284 0.09378 -1.86990 -0.61
N -2.85069 -0.00188 -0.72011 0.53
C -2.70579 1.23604 -0.16945 -0.05
S -1.93470 1.69649 1.28596 -0.33
C -2.39309 -1.25736 -0.21467 0.17
C -3.23784 -2.34809 -0.31418 -0.84
C -2.76497 -3.58898 0.07615 -0.49
C -1.47352 -3.69597 0.56786 -1.00
C -0.72426 -2.54314 0.66649 0.03
N -1.16368 -1.33590 0.28243 0.37
H -4.09750 3.93924 -1.53360 0.33
H -2.46804 3.97688 -0.81863 0.32
H -3.88765 3.72408 0.21839 0.38
H -4.50974 1.88835 -2.79247 0.47
H -3.85595 -0.76004 -2.48368 0.50
H -4.24799 -2.22463 -0.67762 0.59
H -3.40342 -4.45919 0.00427 0.45
H -1.05835 -4.64336 0.87922 0.43
H 0.27873 -2.58256 1.07971 0.44
C 1.77373 1.01730 3.72391 -0.67
C 0.81762 -0.05315 4.18845 -0.14
O 0.02546 -0.46361 3.03729 -0.28
H 2.41509 1.34903 4.53911 0.44
H 1.23814 1.90383 3.36719 0.35
H 2.44087 0.64037 2.94477 -0.26
H 0.14784 0.32394 4.95893 0.39
H 1.34764 -0.92191 4.57530 0.32
H -0.82178 -0.82191 3.32521 0.25
```

Properties
E_HOMO (alpha / beta) = -13.93 / -13.91 eV
Gap between HOMO and LUMO (alpha / beta) = 8.146 / 6.645 eV
Charge = +2
Multiplicity = 8
Strongest force on any atom = 0.74 eV/A
Expectation value of S² = 16.10
DFT total energy = -2630.56536 Ha
LUMO energy (alpha / beta) = -0.2126 / -0.2670 Eh

---

A cluster of 2 separate species, C4H6N2O in total at a distorted geometry, computed with ωB97M-V with the def2-TZVPD basis set.

```
13
Properties=species:S:1:pos:R:3:mulliken_charge:R:1
O -0.26362 2.74994 1.94104 -0.46
C 0.05805 1.86240 1.01155 0.33
C 0.83910 1.20116 0.24719 -0.32
N -0.70469 0.91242 0.24514 -0.51
H 0.55212 3.13467 2.29503 0.33
H 1.71043 0.71239 -0.14629 0.41
H -1.11721 1.40422 -0.55847 0.18
C -0.59862 -2.15109 -0.62519 -0.76
C 0.64347 -1.71448 -1.26065 0.41
N 1.63207 -1.36287 -1.74907 -0.46
H -0.63561 -3.24370 -0.58298 0.31
H -1.45339 -1.77999 -1.19726 0.25
H -0.66210 -1.72507 0.37994 0.29
```

Properties
E_HOMO = -8.24 eV
Gap between HOMO and LUMO = 8.755 eV
Strongest force on any atom = 1.17 eV/A
ΔE to the lowest compared entry with this formula, charge and spin = 438.96 kJ/mol
DFT total energy = -340.62772 Ha
SMILES string = OC1=CN1.CC#N
LUMO energy = 0.0191 Eh

---

An isolated molecule of C6H12OS at a distorted geometry, computed with ωB97M-V with the def2-TZVPD basis set.

```
20
Properties=species:S:1:pos:R:3:mulliken_charge:R:1
C 1.49314 2.18913 0.02679 -0.59
O 0.54440 1.34618 -0.46500 -0.43
C 0.28002 -0.10042 -0.24168 0.75
S -1.52937 -0.56588 -0.33875 -0.06
C -2.33688 0.79059 0.40700 -0.89
C 1.10559 -1.06254 -0.96637 -0.68
C 1.15801 -1.86742 0.37192 -0.53
C 0.91527 -0.57512 1.22551 -1.09
H 1.46142 1.77066 1.18404 0.28
H 2.66673 1.92385 -0.23970 0.21
H 1.19329 3.48544 0.05695 0.23
H -3.40838 0.90592 -0.10984 0.30
H -1.98642 1.73039 0.20456 0.38
H -2.72743 0.56303 1.65996 0.21
H 2.13297 -0.50764 -1.13534 0.19
H 0.92952 -1.62253 -1.87984 0.32
H 1.98989 -2.58056 0.63200 0.37
H 0.20118 -2.55772 0.54067 0.21
H 1.86855 -0.19974 1.45569 0.53
H 0.10248 -0.87179 1.83189 0.33
```

Properties
E_HOMO = -8.68 eV
Gap between HOMO and LUMO = 9.544 eV
Strongest force on any atom = 6.87 eV/A
ΔE to the lowest compared entry with this formula, charge and spin = 550.20 kJ/mol
DFT total energy = -709.02981 Ha
SMILES string = COC1(SC)CCC1
LUMO energy = 0.0317 Eh